Computed, not measured: a 7-piece molecular cluster, C33H79N6O16 overall, with the ωB97M-V functional and the def2-TZVPD basis.

XYZ file:
```
134
Properties=species:S:1:pos:R:3:forces:R:3
H -5.72499 -12.47683 37.17767 0.18 0.25 -0.32
H -5.07066 -13.48129 35.89732 0.15 -0.34 0.07
C -1.29347 -18.35890 29.90265 0.57 -0.44 1.48
H -1.60989 -5.38723 25.16536 -0.22 -0.09 0.25
C 0.81637 -18.56066 24.66010 -1.10 -0.01 0.02
H -0.11429 -18.88887 24.19023 0.14 -0.04 -0.19
O -5.68435 -14.92490 28.48738 0.38 0.12 0.28
C -3.21597 -16.41195 33.14044 -1.01 -0.44 -0.74
H -0.61589 -16.34733 29.88191 0.11 0.00 0.29
O -1.99659 -15.92469 33.55762 0.08 0.70 0.23
O 0.16257 -10.04166 26.66282 0.69 -0.16 0.19
C -4.16472 -13.21159 28.91616 0.20 -0.84 -0.24
C 3.22003 -11.46383 29.57287 0.49 0.26 0.23
H -1.79310 -2.99458 24.44565 0.11 -0.04 0.16
C 2.72065 -12.84197 31.34342 0.33 -0.45 1.22
H 1.33782 -14.82617 24.48682 0.17 0.03 0.37
H -0.95892 -11.13707 31.16018 -0.43 -0.14 0.20
H 2.51704 -12.21781 37.85402 0.14 -0.36 -0.33
O -4.79344 -13.07582 27.61109 -0.07 0.33 0.32
H -0.78639 -9.72737 24.85305 -0.29 -0.12 0.30
H 4.46149 -12.84550 25.99443 0.18 0.17 -0.10
H 3.34432 -10.46331 25.56136 0.33 -0.09 0.14
C -4.83237 -13.05139 36.86901 -1.49 0.25 0.32
H -2.33386 -16.21831 28.63744 0.13 -0.02 0.30
H 1.70892 -10.85949 27.43755 0.26 -0.07 -0.16
C -5.64997 -14.08783 27.41390 0.82 -0.42 0.69
N 0.43289 -15.50344 35.02286 0.08 -0.66 -0.43
H 0.67531 -8.84790 25.14810 0.08 0.03 0.17
H 0.21111 -5.17272 27.55327 0.01 -0.19 -0.03
C 3.62411 -12.61240 25.34015 0.14 0.20 0.07
C 1.72809 -18.59182 26.83140 1.22 0.15 -0.55
H -4.61123 -10.40295 36.61633 0.05 -0.09 -0.20
C 1.79203 -13.83075 24.45846 -0.63 -0.65 -0.46
H -1.17351 -9.90612 28.20545 -0.23 -0.13 -0.06
H 4.01003 -10.34379 27.96517 0.19 -0.08 0.14
H -1.04656 -17.64164 32.88591 -0.28 0.23 -0.09
H 2.55057 -15.84848 35.18078 -0.10 -0.07 -0.33
O 0.56240 -18.67279 26.03603 0.31 -0.14 0.35
H 0.94651 -17.51221 24.37576 0.49 -0.05 -0.06
H -1.66115 -11.00164 26.89931 -0.16 -0.31 -0.17
C -0.15956 -17.34014 29.79757 -0.84 1.11 -0.74
H -1.77713 -18.21920 30.88522 -0.24 0.33 -0.23
H 0.54211 -17.38895 30.63025 0.18 -0.33 -0.12
C -5.06629 -14.23928 29.58932 -0.19 1.43 0.25
H -3.70619 -17.02382 33.91133 0.12 -0.26 -0.04
C 0.30524 -16.49350 33.95389 0.14 0.64 0.21
H -0.35528 -11.43604 28.06649 0.06 -0.23 -0.34
H -1.92310 -10.62555 38.02957 0.37 -0.33 -0.38
H 2.56670 -13.87824 31.63797 -0.23 -0.05 -0.28
H 2.38897 -19.45501 26.62492 -0.36 -0.18 0.26
H 2.34688 -10.85148 29.84539 -0.10 -0.07 -0.17
C 1.45653 -12.49498 37.76837 -0.51 1.01 0.27
H 0.99477 -13.13564 24.73880 0.15 0.12 -0.01
H -3.07630 -16.98662 32.21416 -0.13 -0.38 0.16
H -4.46861 -14.82070 30.28393 -0.28 -0.60 -0.24
H -3.47645 -9.63655 34.82275 0.08 -0.06 -0.23
H -1.46697 -17.66016 34.54926 0.07 0.36 0.36
H 0.10150 -10.03379 31.97860 -0.08 0.44 -0.15
O -6.26039 -14.28639 26.42077 -0.55 0.02 -0.81
H -0.10042 -4.57357 25.34431 0.17 0.01 0.21
C 1.79179 -15.03976 35.14965 0.16 0.17 1.11
H -2.53330 -8.28485 35.37623 0.22 -0.06 0.20
C -0.99372 -4.86477 25.91248 -0.50 -0.54 -0.81
H -4.80270 -13.80054 37.66929 0.65 -0.24 -0.28
C -0.81435 -10.64554 27.47466 -0.37 0.78 0.74
O 1.09938 -13.24942 36.66087 0.55 -0.76 -0.34
O -1.64384 -10.43328 32.98607 0.09 -0.04 -0.13
O -3.69784 -12.25797 36.76182 0.51 -0.23 0.03
C -0.23908 -9.18649 25.64138 -0.28 0.17 -1.10
H -1.46050 -7.44554 25.25101 -0.05 -0.19 -0.13
C -2.51430 -10.24241 37.19888 -0.07 0.97 -0.57
H -0.88248 -9.96470 36.03518 0.05 -0.37 0.01
H -0.25945 -17.51702 27.81002 -0.07 0.61 0.03
H 2.37168 -17.74603 26.53376 -0.49 0.27 0.05
H -5.86822 -13.71079 30.11825 0.07 -0.29 0.19
C -1.00877 -7.96297 26.09291 0.36 0.02 1.11
H 2.07405 -14.34154 34.36061 -0.31 -0.11 -0.24
O -1.20326 -13.98552 29.96060 -0.06 0.33 0.03
H 1.95098 -15.01882 37.34542 -0.29 -0.15 -0.17
H 3.99776 -12.36539 24.33481 0.08 -0.12 -0.01
H -2.27675 -8.49639 33.04912 0.16 0.17 0.04
H -1.79895 -8.27582 26.79523 -0.22 0.05 -0.33
C -2.44149 -9.31957 34.98755 -0.76 -0.37 -0.28
H -3.50051 -16.95721 29.77931 0.08 0.02 0.06
N -1.84352 -10.26773 35.90044 0.59 0.24 0.47
H 1.93171 -11.42037 25.21956 -0.13 0.32 0.18
H -2.31689 -1.92917 25.74357 -0.26 -0.05 0.10
C 2.83377 -11.40464 25.83621 -0.58 -0.37 -0.63
C -1.11411 -16.96597 33.76282 0.63 -1.27 -0.35
H -3.32808 -3.34695 25.23082 -0.02 0.19 0.12
H 1.83632 -12.27814 31.65652 -0.20 -0.02 -0.50
N 2.45330 -11.50709 27.21216 0.32 -0.62 0.37
C 1.34647 -18.48742 28.28037 -0.39 -0.34 0.20
H 0.92424 -11.54984 37.63672 -0.12 -0.01 0.35
N -0.08549 -7.03941 26.75356 -0.13 0.48 -0.87
H 1.62072 -19.21621 24.31650 0.21 0.17 0.05
H 3.54116 -12.48387 31.99201 0.15 0.16 -0.30
N -1.30170 -13.69814 31.18069 -0.29 -0.88 1.30
H 1.15888 -12.95651 38.71781 -0.04 -0.09 0.01
H -3.66400 -17.14511 28.02266 -0.08 -0.25 0.09
H 2.22452 -18.45248 28.92998 0.13 0.26 -0.18
O -2.21830 -18.29934 28.85334 0.14 -0.27 -0.15
N 0.48684 -17.31317 28.47680 0.32 -1.31 0.15
H -3.94710 -15.65320 32.85687 0.50 0.59 0.32
C -0.62097 -5.72918 27.09194 1.52 0.09 1.31
H 0.15151 -15.97661 35.87767 0.02 0.29 0.13
H 0.37979 -7.46080 27.54273 -0.07 -0.10 0.03
H -4.18890 -10.91173 38.24643 -0.20 -0.09 -0.06
H -3.15712 -13.61937 28.81470 0.01 0.22 -0.18
O 3.04858 -12.79167 29.98693 -0.25 0.26 -0.22
H -2.67475 -9.16928 37.42063 -0.42 -0.15 0.49
H 2.04382 -13.70849 23.39027 0.27 0.44 0.21
H -4.10106 -12.26627 29.44139 -0.18 0.12 -0.12
H 4.08228 -11.02675 30.10650 -0.11 0.00 0.19
C -0.95893 -10.23403 31.76538 0.18 -0.34 0.27
C -3.85402 -10.94771 37.19508 0.01 0.45 0.77
O -1.66561 -3.74056 26.39638 -0.13 0.62 0.29
H 0.97223 -17.35190 34.15187 -0.20 -0.20 -0.13
C -1.71644 -9.21887 33.66616 -0.22 0.20 0.12
H 0.63365 -16.05321 33.00901 -0.05 0.24 0.10
O -2.36240 -13.19733 31.64353 0.29 -0.02 -0.85
H -1.32255 -5.74992 27.94092 -0.77 0.04 -0.72
O -0.38385 -13.99103 31.97775 -0.06 0.44 -0.82
H 3.00835 -13.90485 36.51084 0.07 -0.28 -0.16
C 3.57237 -11.35340 28.11125 -0.17 0.69 0.07
O 2.89296 -13.81723 25.31753 -0.11 -0.09 -0.13
C -2.94880 -17.10041 28.84436 -0.39 0.51 -0.53
H -1.45006 -9.41670 31.22102 0.32 0.06 -0.18
H -0.71409 -8.79458 33.85322 0.07 -0.07 -0.13
H 0.83753 -19.43163 28.54389 -0.07 0.06 0.01
C -2.31576 -2.96628 25.41321 0.26 -0.27 -0.37
C 1.99497 -14.33908 36.47771 0.36 0.83 0.24
H 4.37962 -12.06258 27.92624 -0.17 -0.17 -0.19
H -0.93164 -19.38632 30.01285 0.05 -0.06 -0.68
```
Forces are in eV/Å.

Summary:
**HOMO level**: -5.13 eV
**Charge**: -1
**Orbital gap**: 0.270 Ha

Atomic partial charges in e from the Löwdin method, atoms 1 to 2: number 1, H, carries 0.081; number 2, H, carries 0.090

=====

Computed, not measured: a 9-piece molecular cluster, C33H83NO9 overall, with the ωB97M-V functional and the def2-TZVPD basis.

XYZ file:
```
126
Properties=species:S:1:pos:R:3:forces:R:3
H -2.82818 -0.93381 -6.32099 -1.21 0.77 0.24
H 6.97451 0.09897 -1.98962 -0.14 0.18 0.73
O -1.76651 1.69619 4.63351 0.19 -0.81 -1.53
C -0.63382 0.25020 -6.34231 3.41 -0.23 0.72
H -1.48322 -6.31860 -1.39161 0.17 0.48 -0.42
H -1.07504 0.85277 -7.13625 -0.74 -0.40 0.30
H 2.08877 5.58845 1.95294 0.45 0.17 0.60
H 0.41526 1.27910 -1.99417 0.22 0.00 0.27
H -3.93221 -4.04198 5.12943 0.31 -0.58 -0.40
H 3.15219 -6.33214 1.07157 -0.10 0.04 0.32
C -4.39078 -3.33035 4.44286 0.69 -1.15 0.38
H -2.52607 2.26303 4.48066 0.23 0.46 0.26
H 1.61645 -0.95246 0.98237 0.11 -0.09 0.19
H -1.59658 0.57027 1.90193 -0.01 0.17 0.39
H -4.90446 -3.82342 3.61756 -0.05 -0.25 0.17
H 2.65352 -0.64769 -2.66432 -0.09 0.38 0.13
C 3.24664 -3.70215 0.92219 0.38 -0.61 -0.15
H -1.95825 -1.96589 5.50125 -0.19 -0.27 0.40
C -3.64559 4.04538 0.37338 -0.37 1.70 1.04
H 2.55518 0.71164 -4.86132 0.00 -0.30 0.12
H 0.02726 2.21376 -3.34868 0.36 -0.11 -0.53
H -1.77856 4.08340 6.14734 -0.49 -0.37 -0.02
H -0.83715 1.28849 7.79824 0.81 -0.32 -0.38
C 1.61587 -0.94063 -2.82425 -0.90 0.51 -0.61
C 5.03366 1.08901 -1.61301 -0.74 0.98 2.05
H -2.66685 -4.63640 1.71129 1.50 0.79 -0.03
C -3.34106 -2.38586 3.85334 -2.36 -0.60 1.84
H 0.90826 0.29109 2.06073 0.01 0.11 -0.01
H 5.54241 -0.68903 -2.59521 -0.07 -0.04 -0.14
H 0.14694 1.82971 5.38722 -0.11 -0.40 -0.42
H 2.56074 2.51603 -0.89511 -0.29 0.03 -0.08
H -1.51622 2.18054 -4.57379 0.28 -0.15 -0.13
O -1.71070 4.12844 1.75187 0.01 1.07 -0.44
O -1.16696 -3.92754 -0.64935 -0.04 0.15 -0.23
C 2.72972 -6.00068 0.12302 1.35 -1.01 0.04
C -2.12790 1.27974 -4.62387 -0.68 1.46 0.40
O 5.67510 2.33942 -1.23290 -0.55 -1.00 -0.81
O -0.72768 -1.95111 1.35100 0.81 -0.34 -0.29
H -2.72329 -0.28119 0.92297 0.38 -0.72 -0.72
H -1.15642 4.40903 -0.89714 -0.31 -0.34 0.12
H 3.70831 -4.18879 1.78134 -0.12 0.27 0.35
H 6.18819 0.77318 -3.33751 -0.16 0.03 -0.19
H 2.19247 -3.50663 1.11862 -0.14 -0.26 0.10
H -2.99233 -6.68005 -0.78984 -0.34 0.01 0.61
H 1.11046 2.87524 0.17001 0.02 -0.09 -0.43
C -2.40922 -4.60049 -0.48537 0.97 -1.25 0.06
C -3.05838 -4.20253 0.79119 -1.59 -0.45 0.71
H 1.64348 -6.02293 0.21048 0.11 0.41 -0.29
C -2.11606 -6.08361 -0.53582 0.44 -1.07 -1.34
H 4.14754 1.21230 -2.23566 -0.08 0.70 -0.37
C -1.66279 5.26917 -0.45915 0.16 0.54 1.26
H -3.03737 -4.38589 -1.34995 -0.28 0.24 0.01
C 1.59119 0.22620 -5.01360 -1.58 -0.51 -2.11
C -2.54508 -1.01637 -5.27163 1.08 -0.47 -0.59
H -3.36854 -0.82446 5.36127 -0.08 -0.38 -0.07
C -0.87734 2.10822 5.63496 -0.22 0.96 0.43
C 5.97638 0.28840 -2.38450 1.33 -0.99 -1.53
H -3.27503 -3.13434 0.77981 0.13 -0.02 0.62
H -2.94397 1.54975 -5.29411 -0.06 -0.24 -0.28
H -5.13869 -2.91199 5.11642 0.04 0.92 -0.46
C 0.80346 0.09618 -3.74956 -0.11 -0.71 2.56
H -2.07396 -0.94027 4.15834 0.28 0.92 0.46
H 5.01567 2.86867 -0.77832 -0.08 0.40 0.33
H 1.86095 -3.69329 -1.20147 -0.03 -0.25 0.81
H 1.10113 -1.09517 -1.87597 0.15 0.30 0.12
C 0.88907 -0.14454 1.06175 -0.06 0.00 -0.39
H -2.65605 -2.88372 3.16704 0.08 -0.15 0.11
H -3.63952 -0.80435 2.78458 0.09 0.23 -0.12
H -2.19711 -2.04613 -5.35298 0.60 -0.16 0.76
C -1.71118 0.12336 0.91439 1.47 1.76 0.46
C 2.14985 4.50403 1.86134 -1.52 0.75 -0.32
H -1.90477 0.43239 6.60125 0.41 0.09 0.02
H 2.60345 2.25702 0.86462 -0.19 -0.42 -0.08
H -2.33149 5.68636 -1.21209 0.22 0.25 -0.07
C 0.79041 0.93746 -6.10299 -1.40 1.03 1.36
H -2.15314 2.07877 7.20274 -0.81 -0.32 0.12
H 1.67221 -1.93229 -3.27316 -0.19 0.06 -0.42
H 1.09517 4.23270 1.90750 -0.12 -0.26 0.20
C -2.48499 4.93660 0.81155 1.15 -2.23 -0.83
H 5.31079 0.28374 0.34942 -0.07 0.54 0.43
C -2.69966 -1.51206 4.84365 2.80 0.22 0.44
H 4.47552 -4.83851 -0.39905 -0.18 0.03 -0.93
H 3.59249 0.81256 0.04878 0.35 -0.32 -0.05
O 4.07208 4.32504 0.60745 3.18 -1.51 -0.46
H 1.42025 1.00505 -6.99004 -0.44 0.10 -0.25
H -0.25688 -0.70794 -6.70006 -0.83 -0.47 -0.49
H -1.51669 -6.55368 0.24385 -0.47 0.46 0.71
H -0.61167 -1.72468 2.27667 -0.07 -0.29 0.33
H -4.11465 4.67806 -0.38015 -0.84 -0.62 -0.17
H -3.26159 -0.94082 -4.45370 -0.49 -0.01 -0.66
O -4.16391 -1.46859 3.23778 -1.64 1.04 -2.74
H -0.73616 4.17901 4.77837 0.32 -0.42 -0.15
H 3.10952 -6.75642 -0.56453 -0.60 -0.24 -0.31
H 2.68784 4.02551 2.67968 0.15 0.04 -0.20
H 1.76919 1.87107 -2.99278 -0.08 0.27 0.10
H -2.78995 5.81591 1.37894 -0.16 -0.01 -0.31
N -0.55425 -0.51715 -3.95423 1.55 -0.32 -1.53
O -1.27238 -0.70181 -2.73863 0.29 0.83 -0.39
H 1.64069 -0.73005 -5.53439 0.98 -0.72 0.75
C 3.40246 -4.70243 -0.26447 -2.84 2.39 1.62
H -2.59014 1.19732 -3.64019 0.08 -0.23 0.10
H 0.55625 1.92455 -5.70432 0.24 0.54 -0.46
C 0.75401 1.47465 -3.01157 -0.20 -0.98 0.37
H -3.98865 -4.74054 0.97354 -0.85 0.23 -1.05
H 4.38259 -0.68683 -0.62769 -0.80 -0.07 -0.15
H 4.30267 5.16177 1.01772 -0.10 0.03 -0.01
H -1.39388 3.45859 1.14153 0.43 -0.69 0.29
H 3.70502 -2.72305 0.78314 0.25 -0.13 -0.32
C -1.42660 0.01789 -5.03364 -0.28 -0.09 0.08
H -1.64848 0.97855 0.24148 -0.44 0.21 -0.24
O 2.70987 -4.10503 -1.37870 1.79 -0.62 -1.25
C 4.49491 0.36598 -0.36870 1.21 -0.61 -0.27
H -0.86057 5.94595 -0.16507 0.03 0.38 -0.33
C 2.70679 4.21867 0.46964 -1.23 1.98 1.53
H -3.41095 3.04030 0.02287 0.37 0.32 -0.16
C -0.86480 3.66137 5.72894 -0.13 -0.26 0.83
H 1.18340 0.57233 0.29522 -0.03 0.26 0.29
C -0.44419 -0.71436 0.66390 -2.12 -0.46 -0.09
H -1.46838 -1.64159 -2.74081 0.09 -0.31 0.07
H -0.12036 4.00452 6.44738 0.41 -0.07 -0.15
H -1.20149 -3.18764 -0.03865 0.42 0.34 0.33
H -0.39085 -0.89160 -0.41027 -0.11 -0.62 0.04
C 2.19552 2.87705 0.06633 0.94 0.15 0.07
C -1.40270 1.36199 6.86934 -0.53 1.52 0.90
H -4.22346 3.97175 1.29466 -0.71 -0.34 -0.30
H 2.53006 5.11366 -0.12693 -1.46 -0.51 -0.80
```
Forces are in eV/Å.

Summary:
**Relative energy (zero: lowest compared OMol25 entry of this formula, charge and spin)**: 24.6 kcal/mol
**HOMO level (spin up / spin down)**: 0.68 / -6.24 eV
**Charge**: -1
**Orbital gap (spin up / spin down)**: 0.068 / 0.319 Ha
**2S+1**: 2

Atomic partial charges in e from the Löwdin method, atoms 1 to 2: number 1, H, carries 0.077; number 2, H, carries 0.086

=====

no.,energy (eV)
1,-77192.996
2,-55478.460